105
Properties=species:S:1:pos:R:3 method="wB97M-V/def2-TZVPD" s2=6.0547 gap_ha="0.30566 / 0.20002" relative_energy_ev=0.000 multiplicity=5 total_charge=+1
Co -0.511 -0.546 0.808
I -0.097 -0.853 3.621
C -1.448 -2.452 3.599
C -1.736 -3.032 4.798
C -2.626 -4.128 4.833
C -3.171 -4.587 3.672
C -2.870 -3.979 2.427
C -3.453 -4.476 1.235
C -3.179 -3.881 0.044
C -2.313 -2.761 -0.006
C -1.694 -2.221 1.099
C -1.984 -2.860 2.354
H -1.287 -2.664 5.713
H -2.864 -4.592 5.783
H -3.852 -5.432 3.682
H -4.121 -5.331 1.295
H -3.625 -4.253 -0.873
H -2.168 -2.310 -0.978
C 3.152 -0.283 -0.716
N 2.480 0.210 -1.900
C 1.401 -0.611 -2.404
P -0.289 -0.166 -1.673
C -0.282 1.605 -2.094
C -0.730 2.132 -3.302
C -0.616 3.494 -3.554
C -0.030 4.337 -2.614
C 0.451 3.812 -1.423
C 0.319 2.455 -1.168
C -1.409 -0.957 -2.871
C -1.090 -2.215 -3.387
C -1.983 -2.880 -4.218
C -3.209 -2.302 -4.529
C -3.543 -1.065 -3.994
C -2.652 -0.399 -3.164
C 2.971 1.345 -2.590
C 3.675 2.348 -1.918
C 4.186 3.444 -2.599
C 3.994 3.584 -3.965
C 3.293 2.595 -4.639
C 2.796 1.485 -3.968
P 2.067 -0.686 0.788
C 2.497 -2.454 0.982
C 1.511 -3.431 0.869
C 1.837 -4.781 0.966
C 3.153 -5.162 1.176
C 4.148 -4.195 1.272
C 3.826 -2.851 1.173
C 2.994 0.169 2.120
C 3.239 1.537 1.959
C 3.911 2.261 2.935
C 4.335 1.626 4.097
C 4.075 0.275 4.278
C 3.408 -0.452 3.297
H 3.909 0.421 -0.403
H 3.650 -1.231 -0.930
H 1.615 -1.661 -2.186
H 1.278 -0.516 -3.476
H -1.163 1.487 -4.058
H -0.973 3.897 -4.495
H 0.063 5.398 -2.820
H 0.929 4.459 -0.692
H 0.704 2.048 -0.241
H -0.154 -2.699 -3.129
H -1.724 -3.857 -4.613
H -3.903 -2.818 -5.182
H -4.507 -0.618 -4.217
H -2.938 0.549 -2.723
H 3.829 2.289 -0.846
H 4.730 4.202 -2.046
H 4.389 4.442 -4.496
H 3.142 2.671 -5.710
H 2.285 0.722 -4.543
H 0.481 -3.148 0.710
H 1.056 -5.528 0.885
H 3.409 -6.211 1.263
H 5.180 -4.490 1.425
H 4.613 -2.107 1.248
H 2.898 2.046 1.059
H 4.110 3.317 2.786
H 4.867 2.185 4.859
H 4.393 -0.220 5.190
H 3.206 -1.504 3.455
C -0.748 4.334 3.630
C -2.062 4.195 3.182
C -2.409 3.160 2.341
C -1.429 2.221 1.919
C -0.109 2.367 2.409
C 0.226 3.409 3.239
N -1.711 1.165 1.110
C -2.920 1.222 0.349
C -3.207 2.323 -0.467
C -4.369 2.349 -1.222
C -5.269 1.290 -1.163
C -4.997 0.204 -0.341
C -3.829 0.164 0.408
H -0.484 5.149 4.292
H -2.821 4.895 3.506
H -3.437 3.032 2.035
H 0.646 1.654 2.105
H 1.247 3.502 3.597
H -2.502 3.144 -0.525
H -4.571 3.204 -1.856
H -6.181 1.316 -1.748
H -5.697 -0.621 -0.275
H -3.629 -0.666 1.070

111
Properties=species:S:1:pos:R:3 method="wB97M-V/def2-TZVPD" s2=2.0215 gap_ha="0.21232 / 0.21090" multiplicity=3 total_charge=+1
V 0.312 0.106 -0.216
C -5.756 -6.748 -3.605
O -4.731 -6.126 -4.368
C -3.946 -5.220 -3.746
C -4.062 -4.861 -2.408
C -3.205 -3.901 -1.881
C -2.232 -3.278 -2.651
C -2.114 -3.679 -3.988
C -2.954 -4.629 -4.529
C -1.306 -2.282 -2.041
C -1.189 -1.002 -2.583
C -1.784 -0.594 -3.821
C -1.297 0.632 -4.124
C -0.493 1.060 -3.019
N -0.404 0.032 -2.086
C -0.080 2.377 -2.839
C 0.456 2.845 -1.635
C 0.679 4.234 -1.316
C 1.229 4.271 -0.081
C 1.393 2.903 0.335
C 2.254 2.472 1.336
C 2.859 3.495 2.237
C 4.160 3.937 2.039
C 4.738 4.884 2.877
C 4.004 5.397 3.943
O 4.472 6.313 4.820
C 5.826 6.722 4.687
C 2.695 4.967 4.146
C 2.133 4.031 3.301
C 2.676 1.142 1.419
N 2.144 0.079 0.718
C 2.834 -1.032 1.147
C 2.474 -2.369 0.946
C 3.337 -3.425 1.550
C 4.628 -3.639 1.093
C 5.448 -4.608 1.663
C 4.972 -5.372 2.722
O 5.691 -6.324 3.360
C 7.009 -6.575 2.893
C 3.673 -5.171 3.189
C 2.868 -4.213 2.606
C 1.322 -2.766 0.273
C 0.921 -4.128 0.060
C -0.190 -4.103 -0.717
C -0.452 -2.724 -1.024
N 0.444 -1.922 -0.367
C 3.865 -0.640 2.069
C 3.743 0.692 2.263
N 0.842 2.059 -0.590
C -0.204 3.357 -3.958
C 0.946 3.939 -4.482
C 0.887 4.862 -5.520
C -0.349 5.224 -6.046
O -0.523 6.105 -7.056
C 0.633 6.739 -7.584
C -1.511 4.664 -5.519
C -1.435 3.747 -4.492
H -6.298 -7.385 -4.294
H -6.439 -6.008 -3.184
H -5.335 -7.357 -2.803
H -4.802 -5.319 -1.768
H -3.316 -3.636 -0.835
H -1.326 -3.261 -4.602
H -2.855 -4.940 -5.562
H -2.474 -1.181 -4.403
H -1.486 1.212 -5.012
H 0.442 5.064 -1.963
H 1.547 5.133 0.486
H 4.734 3.540 1.209
H 5.750 5.211 2.687
H 6.023 7.389 5.520
H 5.986 7.258 3.749
H 6.504 5.868 4.741
H 2.138 5.379 4.979
H 1.112 3.708 3.473
H 5.003 -3.046 0.266
H 6.444 -4.756 1.272
H 7.408 -7.361 3.526
H 7.636 -5.686 2.983
H 7.003 -6.915 1.855
H 3.322 -5.776 4.015
H 1.863 -4.057 2.980
H 1.449 -4.992 0.430
H -0.737 -4.943 -1.115
H 4.560 -1.316 2.540
H 4.324 1.323 2.916
H 1.912 3.654 -4.080
H 1.803 5.288 -5.902
H 0.282 7.398 -8.371
H 1.328 6.011 -8.006
H 1.142 7.328 -6.818
H -2.465 4.970 -5.930
H -2.352 3.344 -4.075
O -0.109 -0.423 2.029
C -0.607 0.751 2.662
C -1.546 1.459 1.728
C -2.439 2.410 2.186
C -3.294 3.017 1.288
C -3.257 2.611 -0.038
C -2.346 1.649 -0.416
N -1.470 1.091 0.440
H -0.882 -0.996 1.851
H 0.252 1.377 2.896
H -1.119 0.511 3.594
H -2.460 2.658 3.240
H -3.992 3.776 1.617
H -3.923 3.034 -0.778
H -2.312 1.305 -1.440
O -2.406 -1.763 1.262
H -3.154 -1.563 0.691
H -2.136 -2.663 1.038

DFT total energy for the records above, in order: -4557.23831 -3753.89703 a.u.